Below is C37H58Br6O19S as an isolated structure, with properties calculated with wB97M-V/def2-TZVPD.

ORCA input file:
```
! RIJCOSX wB97M-V def2-TZVPD def2/J DEFGRID3
* xyz 0 1
O -2.11634 -2.09282 2.18462
C -2.80541 -2.72627 2.93302
O -2.44839 -2.96478 4.20395
C -3.27862 -3.96659 4.80323
C -4.61873 -3.75265 4.05678
C -4.17376 -3.29169 2.67203
H -3.48630 -3.75027 5.84582
H -2.93044 -4.98556 4.64346
H -5.20286 -3.00569 4.59400
H -5.24102 -4.64491 3.98512
H -4.87636 -2.56972 2.25764
H -4.18436 -4.13068 1.97514
O 0.61741 -5.55641 0.08185
C 0.36657 -4.76136 0.94086
O -0.34990 -5.08163 2.01574
C -0.22369 -4.13152 3.07845
C 0.73808 -3.05977 2.52068
C 0.90959 -3.33629 1.03665
H 0.20145 -4.60227 3.96302
H -1.22018 -3.74107 3.27152
H 1.70653 -3.06438 3.02690
H 0.31268 -2.10557 2.84530
H 1.92515 -3.37486 0.65712
H 0.25591 -2.70785 0.42906
O -3.24220 5.96921 -1.22483
C -2.60400 5.16914 -1.84452
O -1.88775 5.52967 -2.93327
C -1.08683 4.43525 -3.44138
C -1.07823 3.41652 -2.28675
C -2.41281 3.70693 -1.58184
H -0.07832 4.74915 -3.68818
H -1.64713 4.06303 -4.30006
H -0.22191 3.64576 -1.64962
H -1.07206 2.36459 -2.57101
H -2.46779 3.41298 -0.53042
H -3.21237 3.18511 -2.11625
O 5.38023 -2.52234 -1.51766
C 5.02322 -1.79018 -0.65855
O 4.17238 -0.77858 -0.91910
C 3.70041 -0.15644 0.28628
C 4.75882 -0.53480 1.31940
C 5.36824 -1.82459 0.83590
H 2.76834 -0.69427 0.48528
H 3.55184 0.90914 0.21024
H 4.37141 -0.55210 2.33839
H 5.50375 0.26568 1.25686
H 4.85027 -2.70015 1.23498
H 6.43616 -1.93639 0.98901
O -4.31992 3.52100 4.61063
C -3.55415 2.77032 5.15310
O -2.24857 2.97714 5.21606
C -1.53131 1.84771 5.75188
C -2.59398 1.00854 6.43111
C -3.83713 1.34014 5.59403
H -0.73821 2.18352 6.41097
H -1.06783 1.30936 4.92405
H -2.73737 1.32211 7.46671
H -2.42095 -0.06682 6.44888
H -4.75229 1.37289 6.18195
H -3.85489 0.70811 4.70698
O -0.30787 4.37322 2.10650
C 0.76603 4.64864 2.54581
O 1.18796 4.32545 3.78602
C 2.57253 4.69915 3.99205
C 3.14749 4.84692 2.60662
C 1.93594 5.33052 1.82503
H 3.04940 4.00034 4.66719
H 2.47588 5.74108 4.31664
H 3.42396 3.89391 2.14175
H 4.03490 5.47578 2.56614
H 1.95179 4.99932 0.79448
H 1.68781 6.38820 1.95295
O 2.32875 -0.40366 -5.84237
C 1.31451 -0.67076 -6.41935
O 1.18879 -1.74619 -7.22399
C -0.15153 -1.90700 -7.64532
C -1.03553 -1.04097 -6.76473
C -0.02029 0.05586 -6.40349
H -0.42345 -2.95988 -7.54249
H -0.26542 -1.66854 -8.70752
H -1.33828 -1.63528 -5.90379
H -1.87084 -0.63414 -7.32555
H -0.16292 0.55769 -5.45139
H -0.00465 0.73945 -7.25639
O 3.96973 -4.35981 -3.45203
C 2.78496 -4.24080 -3.57411
O 1.94329 -5.07586 -2.91135
C 0.57067 -4.68144 -3.11032
C 0.53772 -3.52772 -4.10065
C 2.02396 -3.13900 -4.29406
H 0.20242 -4.33989 -2.14257
H 0.07792 -5.60788 -3.39879
H -0.01728 -2.67129 -3.72078
H 0.00657 -3.86184 -4.99494
H 2.27109 -2.20463 -3.79298
H 2.32559 -3.04903 -5.33272
O 0.97806 -1.88551 -1.48094
S 0.63030 -0.56697 -1.94632
O -0.52798 -0.32884 -2.78578
O 0.48809 0.37734 -0.66735
C -0.57389 0.00006 0.25255
C -0.76434 1.03887 1.31797
C 2.04327 0.19251 -2.71221
H -0.36552 -0.99955 0.62880
H -1.47375 -0.01664 -0.36863
H -1.71401 0.85827 1.82956
H -0.76926 2.06740 0.96375
H -0.07742 0.94741 2.16493
H 2.09552 -0.00721 -3.77761
H 2.96904 -0.12755 -2.23471
H 1.94675 1.26353 -2.53661
C -4.70053 0.78382 0.74849
Br -4.21000 0.35830 -1.10074
Br -6.53360 0.24756 1.15262
Br -4.32736 2.64164 1.20186
H -4.08564 0.25849 1.46647
C 3.24015 4.44180 -2.59986
Br 1.95220 5.85834 -2.21685
Br 2.70213 3.30424 -4.06630
Br 3.66641 3.43109 -0.98027
H 4.13572 4.98996 -2.85356
*
```

The value obtained for the frontier orbital gap is 8.45 eV. Its energy is -18716.4865 Eh. The maximum force comes out at 2.24 eV/A. As for the HOMO energy: -9.11 eV.

Results of the Löwdin charge analysis, in e, for atoms 1 through 99: number 1, O, carries 0.14; number 2, C, carries -0.49; number 3, O, carries -0.02; number 4, C, carries -0.12; number 5, C, carries -0.14; number 6, C, carries -0.05; number 7, H, carries 0.13; number 8, H, carries 0.13; number 9, H, carries 0.11; number 10, H, carries 0.12; number 11, H, carries 0.11; number 12, H, carries 0.14; number 13, O, carries 0.13; number 14, C, carries -0.48; number 15, O, carries 0.04; number 16, C, carries -0.13; number 17, C, carries -0.14; number 18, C, carries -0.07; number 19, H, carries 0.13; number 20, H, carries 0.06; number 21, H, carries 0.11; number 22, H, carries 0.10; number 23, H, carries 0.13; number 24, H, carries 0.08; number 25, O, carries 0.12; number 26, C, carries -0.49; number 27, O, carries 0.01; number 28, C, carries -0.17; number 29, C, carries -0.14; number 30, C, carries -0.11; number 31, H, carries 0.03; number 32, H, carries 0.13; number 33, H, carries 0.10; number 34, H, carries 0.10; number 35, H, carries 0.04; number 36, H, carries 0.11; number 37, O, carries 0.16; number 38, C, carries -0.47; number 39, O, carries -0.03; number 40, C, carries -0.16; number 41, C, carries -0.16; number 42, C, carries -0.06; number 43, H, carries 0.12; number 44, H, carries 0.06; number 45, H, carries 0.12; number 46, H, carries 0.12; number 47, H, carries 0.13; number 48, H, carries 0.13; number 49, O, carries 0.09; number 50, C, carries -0.52; number 51, O, carries 0.04; number 52, C, carries -0.14; number 53, C, carries -0.15; number 54, C, carries -0.07; number 55, H, carries 0.12; number 56, H, carries 0.12; number 57, H, carries 0.12; number 58, H, carries 0.11; number 59, H, carries 0.13; number 60, H, carries 0.12; number 61, O, carries 0.13; number 62, C, carries -0.48; number 63, O, carries 0.01; number 64, C, carries -0.14; number 65, C, carries -0.18; number 66, C, carries -0.09; number 67, H, carries 0.13; number 68, H, carries 0.13; number 69, H, carries 0.09; number 70, H, carries 0.12; number 71, H, carries 0.04; number 72, H, carries 0.14; number 73, O, carries 0.11; number 74, C, carries -0.48; number 75, O, carries 0.03; number 76, C, carries -0.18; number 77, C, carries -0.13; number 78, C, carries -0.06; number 79, H, carries 0.12; number 80, H, carries 0.13; number 81, H, carries 0.11; number 82, H, carries 0.12; number 83, H, carries 0.11; number 84, H, carries 0.13; number 85, O, carries 0.12; number 86, C, carries -0.47; number 87, O, carries 0.03; number 88, C, carries -0.15; number 89, C, carries -0.14; number 90, C, carries -0.05; number 91, H, carries 0.10; number 92, H, carries 0.13; number 93, H, carries 0.07; number 94, H, carries 0.11; number 95, H, carries 0.09; number 96, H, carries 0.11; number 97, O, carries -0.27; number 98, S, carries 0.61; number 99, O, carries -0.30

Below is a 7-piece molecular cluster, C37H58F17N4O13S6 overall, with properties calculated with wB97M-V/def2-TZVPD.

ORCA input file:
```
! RIJCOSX wB97M-V def2-TZVPD def2/J DEFGRID3
* xyz 1 1
C -7.84220 3.97033 -1.40125
C -7.58721 2.53743 -0.91025
C -6.10752 2.22913 -0.69989
O -5.88825 1.36636 0.46693
N -5.44548 2.05236 1.53719
C -6.01244 3.04664 2.20198
N -5.28015 3.41235 3.24564
C -4.20887 2.61479 3.24486
N -3.23440 2.62054 4.16530
N -4.26086 1.76948 2.15888
C -3.33872 0.70696 1.74517
F -2.52582 0.52779 2.76033
F -4.08927 -0.38622 1.56980
C -2.57158 0.95290 0.39912
F -2.37674 -0.25545 -0.14973
F -3.34673 1.65741 -0.43343
C -1.13522 1.58111 0.46092
F -0.31504 0.66083 0.98504
F -0.78751 1.77141 -0.81941
C -1.00567 2.91339 1.24031
F -2.23920 3.50093 1.16872
F -0.74835 2.67844 2.52985
C -0.01988 4.00577 0.71255
F -0.25278 5.04873 1.53353
F -0.38779 4.39245 -0.51388
C 1.52822 3.69153 0.77595
F 2.07213 4.58055 1.62070
F 1.74888 2.47239 1.29132
C 2.32276 3.87294 -0.55996
F 2.14161 5.11801 -1.00950
F 3.61680 3.73844 -0.21824
C 2.08706 2.85756 -1.71924
F 1.00491 3.16234 -2.40379
F 3.12419 2.92922 -2.53193
F 1.99566 1.61945 -1.27517
H -8.77303 4.33570 -0.96463
H -7.98677 4.01757 -2.47957
H -7.05314 4.66232 -1.10723
H -8.00395 1.80136 -1.59467
H -8.09342 2.39155 0.04797
H -5.49126 3.12571 -0.61453
H -5.70034 1.66755 -1.54086
H -6.96215 3.48417 1.93437
H -2.92122 1.75812 4.60710
H -2.82045 3.48025 4.48073
C 0.76529 -2.00042 6.45183
C 1.03160 -1.56663 5.00410
C -0.33449 -1.40169 4.32814
S -1.49469 -0.96879 5.63428
O -2.47050 -2.01203 5.77073
O -1.92473 0.41193 5.45623
C -0.32395 -1.07198 6.98001
H 1.66053 -1.93821 7.06646
H 0.41218 -3.03497 6.46483
H 1.56693 -0.61345 5.00042
H 1.64232 -2.28896 4.46528
H -0.33419 -0.60914 3.58322
H -0.67929 -2.33463 3.88338
H -0.83579 -1.44499 7.86388
H 0.06077 -0.06875 7.16399
C -0.12650 -5.44251 1.49383
C 0.48224 -6.82697 1.75786
C 0.31360 -7.11942 3.25533
S -1.14796 -6.21724 3.78196
O -0.76048 -5.18323 4.71623
O -2.20589 -7.14334 4.09069
C -1.47885 -5.43942 2.20111
H -0.23600 -5.24627 0.42719
H 0.51824 -4.66638 1.91562
H -0.04682 -7.57630 1.17479
H 1.52789 -6.86996 1.47025
H 0.16426 -8.17833 3.44923
H 1.16076 -6.75218 3.83232
H -1.88976 -4.44669 2.37391
H -2.20531 -6.06037 1.67800
C -0.34529 5.89689 -4.02766
C -0.47894 6.61402 -5.37885
C -1.97869 6.69360 -5.69631
S -2.83265 6.71236 -4.11335
O -3.61174 5.50301 -3.97983
O -3.43475 7.99952 -3.88474
C -1.36713 6.54513 -3.10026
H 0.66255 5.97907 -3.62003
H -0.57459 4.83510 -4.14650
H -0.06387 7.62186 -5.30488
H 0.05173 6.09776 -6.16929
H -2.24436 7.59480 -6.24237
H -2.32258 5.81674 -6.24136
H -1.61003 5.95050 -2.22243
H -1.05822 7.54606 -2.80028
C 5.17875 -3.92086 6.64276
C 6.15201 -4.20146 5.48925
C 5.41046 -5.07176 4.46440
S 3.66699 -4.65998 4.62901
O 2.95729 -5.81483 5.11333
O 3.22011 -3.94485 3.45608
C 3.86418 -3.51356 5.98561
H 5.54970 -3.14306 7.30792
H 5.03177 -4.82731 7.23308
H 6.45004 -3.25929 5.02545
H 7.05733 -4.69551 5.83674
H 5.71902 -4.86588 3.44288
H 5.51490 -6.13313 4.67959
H 3.00684 -3.58804 6.64771
H 3.92937 -2.51195 5.55923
C 4.31460 6.70308 -8.09000
C 4.17519 7.46193 -9.41706
C 2.67991 7.52558 -9.75414
S 1.81088 7.47967 -8.18047
O 1.05757 6.24987 -8.12553
O 1.18616 8.74918 -7.91609
C 3.26922 7.30368 -7.15539
H 5.31674 6.79394 -7.67458
H 4.10906 5.64185 -8.24472
H 4.57095 8.47245 -9.30235
H 4.73411 6.98084 -10.21752
H 2.40542 8.44059 -10.27244
H 2.35457 6.66142 -10.32927
H 3.02993 6.67653 -6.29917
H 3.55551 8.30105 -6.82325
C 2.30380 -9.16356 -3.25618
C 2.90368 -10.54567 -2.96203
C 2.71680 -10.81667 -1.46364
S 1.25089 -9.89877 -0.96863
O 1.63765 -8.86633 -0.03529
O 0.18428 -10.80825 -0.64646
C 0.94527 -9.14243 -2.56286
H 2.20652 -8.98307 -4.32540
H 2.94549 -8.38395 -2.84002
H 2.37510 -11.30349 -3.54270
H 3.95524 -10.59644 -3.23873
H 2.55362 -11.86823 -1.24342
H 3.55047 -10.44044 -0.87420
H 0.54106 -8.14433 -2.41152
H 0.21989 -9.76627 -3.08399
*
```

The value obtained for the frontier orbital gap is 8.36 eV. Its energy is -6728.2923 Eh. The maximum force comes out at 1.32 eV/A. As for the HOMO energy: -11.26 eV.

Results of the Löwdin charge analysis, in e, for atoms 1 through 99: number 1, C, carries -0.08; number 2, C, carries -0.21; number 3, C, carries -0.14; number 4, O, carries 0.00; number 5, N, carries -0.04; number 6, C, carries -0.01; number 7, N, carries 0.20; number 8, C, carries -0.31; number 9, N, carries 0.20; number 10, N, carries 0.18; number 11, C, carries -0.39; number 12, F, carries 0.19; number 13, F, carries 0.20; number 14, C, carries -0.32; number 15, F, carries 0.18; number 16, F, carries 0.17; number 17, C, carries -0.34; number 18, F, carries 0.17; number 19, F, carries 0.18; number 20, C, carries -0.32; number 21, F, carries 0.14; number 22, F, carries 0.17; number 23, C, carries -0.32; number 24, F, carries 0.17; number 25, F, carries 0.16; number 26, C, carries -0.32; number 27, F, carries 0.17; number 28, F, carries 0.17; number 29, C, carries -0.35; number 30, F, carries 0.18; number 31, F, carries 0.17; number 32, C, carries -0.59; number 33, F, carries 0.19; number 34, F, carries 0.21; number 35, F, carries 0.20; number 36, H, carries 0.08; number 37, H, carries 0.08; number 38, H, carries 0.07; number 39, H, carries 0.12; number 40, H, carries 0.10; number 41, H, carries 0.12; number 42, H, carries 0.13; number 43, H, carries 0.16; number 44, H, carries 0.06; number 45, H, carries 0.13; number 46, C, carries -0.22; number 47, C, carries -0.20; number 48, C, carries -0.20; number 49, S, carries 0.70; number 50, O, carries -0.29; number 51, O, carries -0.36; number 52, C, carries -0.21; number 53, H, carries 0.10; number 54, H, carries 0.12; number 55, H, carries 0.12; number 56, H, carries 0.09; number 57, H, carries 0.08; number 58, H, carries 0.10; number 59, H, carries 0.11; number 60, H, carries 0.11; number 61, C, carries -0.21; number 62, C, carries -0.22; number 63, C, carries -0.20; number 64, S, carries 0.67; number 65, O, carries -0.34; number 66, O, carries -0.32; number 67, C, carries -0.23; number 68, H, carries 0.11; number 69, H, carries 0.11; number 70, H, carries 0.10; number 71, H, carries 0.10; number 72, H, carries 0.11; number 73, H, carries 0.07; number 74, H, carries 0.09; number 75, H, carries 0.11; number 76, C, carries -0.22; number 77, C, carries -0.21; number 78, C, carries -0.20; number 79, S, carries 0.66; number 80, O, carries -0.34; number 81, O, carries -0.32; number 82, C, carries -0.23; number 83, H, carries 0.11; number 84, H, carries 0.12; number 85, H, carries 0.12; number 86, H, carries 0.08; number 87, H, carries 0.11; number 88, H, carries 0.11; number 89, H, carries 0.09; number 90, H, carries 0.11; number 91, C, carries -0.21; number 92, C, carries -0.21; number 93, C, carries -0.21; number 94, S, carries 0.67; number 95, O, carries -0.31; number 96, O, carries -0.33; number 97, C, carries -0.24; number 98, H, carries 0.12; number 99, H, carries 0.12